ORCA calculation (wB97M-V/def2-TZVPD) on a structure of composition C2H4INO2 at a distorted geometry.

Computed properties:
LUMO energy	-0.1	eV
energy relative to the best compared isomer or geometry (same formula, charge and spin)	61.71	kJ/mol
2S+1	1
frontier orbital gap	9.049	eV
E_HOMO	-9.14	eV

The geometry in XYZ format:
```
10
Properties=species:S:1:pos:R:3:nbo_charge:R:1
C 0.6783 -0.1288 -0.0319 0.859
C -1.6593 -0.3179 -0.0162 -0.242
N 1.7115 0.7564 0.1543 -0.851
O 0.8534 -1.2573 -0.3688 -0.630
O -0.4710 0.5201 0.0665 -0.509
I 3.5683 0.0691 -0.0820 0.381
H -1.7575 -1.1302 0.5133 0.187
H -1.8429 -0.5221 -1.1013 0.191
H -2.5545 0.3499 0.2297 0.191
H 1.4737 1.6609 0.6365 0.424
```